Entry 1:
The following is a quantum chemistry calculation of a cluster of 4 separate species, C28H50BNO3 in total in a non-equilibrium geometry, from OMol25.

Structure (XYZ):
```
83
Properties=species:S:1:pos:R:3:lowdin_charge:R:1
N 4.757 -3.827 -2.694 0.16
B 3.464 -3.147 -2.456 -0.50
O 3.405 -1.864 -1.842 0.09
C 2.061 -3.806 -2.886 -0.02
C 1.781 -4.290 -4.128 0.06
C 0.350 -4.859 -4.415 -0.31
O 0.128 -5.769 -5.170 0.11
C -0.796 -4.122 -3.643 -0.07
C -2.114 -3.910 -4.193 0.00
C -3.123 -3.171 -3.413 -0.05
C -2.778 -2.654 -2.109 -0.07
C -1.462 -2.861 -1.506 0.00
C -0.495 -3.593 -2.294 -0.06
C 0.954 -3.870 -1.772 -0.29
O 1.199 -4.146 -0.627 0.13
H 4.512 -4.770 -3.015 0.07
H 5.179 -3.295 -3.468 0.09
H 3.252 -1.177 -2.517 0.10
H 2.553 -4.248 -4.934 0.13
H -2.359 -4.302 -5.209 0.12
H -4.114 -3.021 -3.905 0.10
H -3.530 -2.073 -1.532 0.10
H -1.168 -2.462 -0.515 0.11
C 3.458 3.720 1.456 -0.11
C 4.763 3.652 0.673 -0.27
C 4.612 2.990 -0.697 -0.23
C 4.166 1.526 -0.666 -0.23
C 5.069 0.584 0.131 -0.27
C 6.482 0.485 -0.431 -0.11
H 3.069 2.724 1.680 0.07
H 3.616 4.233 2.408 0.07
H 2.697 4.270 0.898 0.05
H 5.523 3.136 1.267 0.10
H 5.131 4.672 0.523 0.10
H 5.563 3.070 -1.233 0.10
H 3.886 3.559 -1.288 0.11
H 4.101 1.165 -1.699 0.10
H 3.150 1.463 -0.263 0.10
H 4.621 -0.414 0.120 0.09
H 5.111 0.890 1.180 0.10
H 6.465 0.139 -1.468 0.07
H 7.070 -0.228 0.151 0.07
H 6.999 1.446 -0.396 0.06
C -0.204 4.094 0.144 -0.12
C -1.240 4.723 1.068 -0.27
C -2.129 5.752 0.369 -0.23
C -1.394 6.976 -0.185 -0.23
C -0.591 7.775 0.841 -0.27
C -1.453 8.380 1.943 -0.11
H 0.497 4.838 -0.241 0.06
H 0.376 3.343 0.685 0.06
H -0.685 3.602 -0.705 0.08
H -0.740 5.171 1.931 0.10
H -1.880 3.927 1.462 0.10
H -2.904 6.079 1.069 0.10
H -2.657 5.264 -0.457 0.11
H -2.132 7.638 -0.652 0.11
H -0.722 6.663 -0.991 0.10
H -0.075 8.587 0.319 0.10
H 0.189 7.151 1.286 0.10
H -2.215 9.041 1.523 0.07
H -0.836 8.969 2.625 0.07
H -1.953 7.610 2.534 0.07
C -5.115 -3.768 4.764 -0.11
C -4.406 -4.917 4.056 -0.27
C -3.229 -4.461 3.193 -0.23
C -3.594 -3.532 2.032 -0.23
C -4.617 -4.094 1.044 -0.27
C -4.134 -5.347 0.323 -0.11
H -5.558 -3.067 4.053 0.06
H -5.922 -4.152 5.393 0.07
H -4.422 -3.217 5.404 0.07
H -5.126 -5.479 3.456 0.10
H -4.029 -5.610 4.814 0.10
H -2.716 -5.346 2.803 0.10
H -2.500 -3.948 3.829 0.11
H -2.675 -3.284 1.489 0.10
H -3.972 -2.585 2.429 0.10
H -4.832 -3.325 0.296 0.09
H -5.564 -4.303 1.551 0.10
H -3.209 -5.149 -0.224 0.06
H -4.886 -5.681 -0.395 0.07
H -3.954 -6.169 1.019 0.07
```

Values from the calculation:
Gap between HOMO and LUMO, eV: 8.802
HOMO energy, Eh: -0.356
Lowest unoccupied orbital energy, eV: -0.88
Total charge: 0

***

Entry 2:
The following is a quantum chemistry calculation of a cluster of 3 separate species, C28H50BrFO7 in total in a non-equilibrium geometry, from OMol25.

Structure (XYZ):
```
87
Properties=species:S:1:pos:R:3:lowdin_charge:R:1
C 3.708 -4.167 5.888 -0.09
C 2.288 -4.328 5.255 -0.17
C 2.273 -5.247 3.995 -0.26
F 1.067 -5.930 4.049 0.00
C 2.296 -4.373 2.749 -0.08
C 3.123 -3.365 2.650 0.07
C 3.028 -2.527 1.385 -0.33
O 3.969 -2.113 0.810 0.16
C 1.597 -2.302 0.907 -0.19
C 1.225 -0.922 0.406 -0.15
C 0.179 -0.183 1.267 -0.20
C 0.780 0.475 2.538 -0.19
C 0.503 -0.388 3.816 -0.20
C -0.848 -0.053 4.498 -0.20
C -1.640 -1.313 4.941 -0.21
C -2.559 -1.866 3.840 -0.21
C -3.468 -3.028 4.338 -0.20
C -3.476 -4.248 3.375 -0.17
C -4.866 -4.950 3.239 -0.22
O -5.426 -4.774 1.941 -0.20
C -5.758 -3.413 1.681 -0.10
C 0.796 -3.336 0.976 -0.50
Br -1.007 -3.238 0.351 0.86
C 1.375 -4.617 1.561 -0.36
O 1.164 -5.681 1.109 0.16
H 3.706 -4.289 6.973 0.07
H 4.069 -3.147 5.697 0.07
H 4.394 -4.858 5.383 0.07
H 1.595 -4.737 6.000 0.11
H 1.909 -3.331 5.006 0.09
H 3.131 -5.923 4.081 0.15
H 3.856 -3.104 3.408 0.13
H 0.945 -0.930 -0.655 0.12
H 2.143 -0.318 0.458 0.11
H -0.227 0.624 0.637 0.11
H -0.681 -0.788 1.571 0.06
H 0.278 1.437 2.724 0.10
H 1.848 0.706 2.429 0.11
H 0.600 -1.448 3.536 0.09
H 1.308 -0.135 4.521 0.10
H -1.481 0.621 3.906 0.11
H -0.611 0.470 5.436 0.10
H -2.279 -1.020 5.789 0.11
H -0.961 -2.115 5.259 0.11
H -3.153 -1.091 3.336 0.12
H -1.912 -2.305 3.063 0.06
H -4.501 -2.683 4.472 0.09
H -3.103 -3.362 5.320 0.11
H -3.205 -3.909 2.369 0.06
H -2.753 -5.000 3.712 0.11
H -4.671 -6.027 3.305 0.12
H -5.584 -4.627 4.009 0.12
H -4.987 -2.998 1.012 0.09
H -5.771 -2.838 2.617 0.08
H -6.738 -3.319 1.198 0.09
C 0.627 1.515 -3.506 -0.10
O 0.687 1.902 -2.142 -0.21
C 1.805 2.731 -1.853 -0.20
C 1.427 4.200 -1.822 -0.20
O 0.995 4.663 -3.093 -0.20
C -0.419 4.689 -3.215 -0.10
H -0.386 1.172 -3.713 0.09
H 0.858 2.343 -4.180 0.08
H 1.323 0.690 -3.692 0.09
H 2.612 2.551 -2.570 0.13
H 2.168 2.444 -0.861 0.12
H 2.315 4.781 -1.555 0.13
H 0.662 4.390 -1.062 0.13
H -0.817 5.586 -2.730 0.09
H -0.890 3.805 -2.782 0.08
H -0.666 4.724 -4.277 0.08
C -0.354 7.539 -8.073 -0.11
O -0.744 6.253 -8.527 -0.19
C 0.123 5.730 -9.524 -0.20
C 1.135 4.760 -8.942 -0.20
O 2.024 5.399 -8.038 -0.19
C 1.646 5.233 -6.680 -0.11
H -0.850 7.722 -7.120 0.09
H 0.725 7.613 -7.922 0.08
H -0.675 8.302 -8.790 0.09
H 0.625 6.540 -10.061 0.13
H -0.504 5.190 -10.241 0.12
H 1.744 4.361 -9.760 0.12
H 0.631 3.917 -8.457 0.13
H 1.960 4.246 -6.325 0.09
H 0.570 5.345 -6.533 0.07
H 2.154 5.995 -6.091 0.09
```

Values from the calculation:
Gap between HOMO and LUMO, eV: 8.549
HOMO energy, Eh: -0.339
Lowest unoccupied orbital energy, eV: -0.68
Total charge: 0